(1)
DFT (ωB97M-V with the def2-TZVPD basis set) results for 2 unconnected molecules or ions with the total composition C4H6NO2 at a distorted geometry.

Last column: Löwdin charge in e.
Geometry (Å):
C 2.11 0.99 0.93  -0.19
C 2.13 2.01 0.01  -0.49
C 2.50 -0.31 0.84  -0.08
C -0.15 -1.00 -1.65  -0.03
N 2.85 -1.37 0.41  -0.14
O 3.21 -2.55 0.51  -0.17
O 2.34 2.00 -1.17  -0.06
H 1.81 1.16 1.94  0.06
H 1.98 2.96 0.55  0.08
H -0.61 -1.45 -0.78  0.02
H -0.92 -0.38 -2.18  0.04
H 0.25 -1.77 -2.20  -0.02
H 0.69 -0.41 -1.46  -0.02

## Properties
Total energy ... -361.16695 Ha
LUMO level ... 4.2 eV
2S+1 ... 1
Net charge ... -1
E_HOMO ... -2.7616 eV
Energy above the lowest of the compared OMol25 structures with the same formula, charge and spin ... 3.830 eV
HOMO-LUMO gap ... 6.92 eV

***

(2)
DFT (ωB97M-V with the def2-TZVPD basis set) results for 2 unconnected molecules or ions with the total composition C6H6O2 at a distorted geometry.

Last column: Löwdin charge in e.
Geometry (Å):
C 0.34 0.13 -1.50  -0.38
C -1.26 -1.07 -0.72  -0.09
C -0.89 -0.31 0.29  -0.12
C -0.43 0.03 1.78  -0.12
C 0.71 0.73 1.27  -0.17
C 0.25 0.43 -0.18  -0.09
H 1.32 -0.35 -3.22  0.34
H -1.72 -2.08 -0.84  0.14
H -1.11 0.80 2.42  0.16
H -0.08 -0.95 2.28  0.14
H 1.74 0.60 1.57  0.11
H 0.74 1.81 1.27  0.10
O 1.03 0.94 -2.50  -0.06
O -0.63 -0.73 -1.92  0.03

## Properties
Total energy ... -382.45144 Ha
LUMO level ... -0.6 eV
2S+1 ... 1
E_HOMO ... -8.1369 eV
Energy above the lowest of the compared OMol25 structures with the same formula, charge and spin ... 6.376 eV
HOMO-LUMO gap ... 7.56 eV

***

(3)
DFT (ωB97M-V with the def2-TZVPD basis set) results for 14 unconnected molecules or ions with the total composition C53H73N13O5P2S at a distorted geometry.

Last column: Löwdin charge in e.
Geometry (Å):
C -7.06 -1.11 7.78  -0.21
S -6.40 -0.77 6.01  0.53
O -7.27 0.37 5.44  -0.47
O -6.46 -2.09 5.20  -0.45
P -4.38 -0.02 6.27  0.62
P -2.47 0.95 6.67  0.53
O -1.37 0.03 7.34  -0.40
O -1.95 1.71 5.16  -0.28
O -2.78 2.31 7.78  -0.27
H -8.13 -1.58 7.77  0.10
H -6.99 -0.09 8.38  0.07
H -6.28 -1.84 8.30  0.09
H -3.79 -1.31 6.00  0.04
H -4.59 0.86 5.11  0.03
H -4.80 0.38 7.62  0.01
H -2.60 2.49 5.08  0.10
H -2.81 1.92 8.71  0.09
N -1.03 1.99 2.44  0.02
C -1.91 2.34 1.45  -0.12
C -1.19 2.54 0.30  -0.12
C 0.17 2.30 0.60  -0.14
C 0.24 1.96 1.93  -0.13
H -1.28 1.78 3.40  0.08
H -2.97 2.41 1.65  0.11
H -1.60 2.83 -0.66  0.10
H 1.01 2.37 -0.08  0.10
H 1.08 1.70 2.56  0.09
N -8.70 -2.06 1.35  0.00
C -8.83 -0.87 0.67  -0.15
C -8.57 0.15 1.56  -0.11
C -8.27 -0.44 2.81  -0.11
C -8.36 -1.80 2.65  -0.14
H -8.84 -2.98 0.95  0.15
H -9.10 -0.86 -0.37  0.10
H -8.60 1.21 1.33  0.09
H -8.02 0.08 3.73  0.04
H -8.20 -2.61 3.35  0.10
N 2.79 2.42 4.89  0.01
C 3.59 3.22 5.65  -0.13
C 4.82 2.61 5.77  -0.11
C 4.76 1.40 5.04  -0.14
C 3.49 1.31 4.50  -0.13
H 1.83 2.62 4.64  0.13
H 3.22 4.16 6.05  0.11
H 5.67 3.00 6.31  0.10
H 5.55 0.67 4.92  0.09
H 3.03 0.54 3.89  0.10
N -0.21 -0.59 -1.30  0.02
C -1.16 -0.45 -2.27  -0.14
C -1.35 -1.67 -2.87  -0.12
C -0.48 -2.59 -2.23  -0.11
C 0.21 -1.90 -1.26  -0.13
H 0.13 0.15 -0.70  0.11
H -1.62 0.51 -2.46  0.11
H -2.04 -1.89 -3.68  0.07
H -0.37 -3.65 -2.45  0.09
H 0.96 -2.22 -0.55  0.10
N -4.27 -1.98 -5.57  0.00
C -3.50 -1.62 -6.65  -0.16
C -4.20 -0.70 -7.39  -0.14
C -5.44 -0.49 -6.73  -0.11
C -5.45 -1.29 -5.61  -0.13
H -4.00 -2.65 -4.86  0.14
H -2.52 -2.06 -6.79  0.11
H -3.86 -0.23 -8.30  0.10
H -6.23 0.18 -7.04  0.09
H -6.20 -1.42 -4.84  0.11
N -3.40 -5.93 2.77  -0.01
C -3.70 -6.34 4.04  -0.15
C -4.60 -5.45 4.57  -0.12
C -4.85 -4.46 3.59  -0.12
C -4.10 -4.78 2.48  -0.14
H -2.75 -6.39 2.14  0.15
H -3.25 -7.24 4.45  0.10
H -5.03 -5.51 5.57  0.09
H -5.51 -3.61 3.68  0.06
H -4.00 -4.30 1.52  0.11
N 3.46 -2.69 1.14  -0.01
C 3.12 -3.04 2.42  -0.15
C 3.39 -4.38 2.58  -0.11
C 3.92 -4.86 1.36  -0.11
C 3.96 -3.79 0.49  -0.14
H 3.37 -1.77 0.74  0.14
H 2.71 -2.31 3.10  0.10
H 3.22 -4.95 3.49  0.09
H 4.24 -5.87 1.14  0.09
H 4.29 -3.73 -0.54  0.11
N 0.52 0.15 -5.84  0.02
C -0.36 0.50 -6.83  -0.14
C 0.36 0.70 -7.99  -0.12
C 1.73 0.47 -7.68  -0.13
C 1.79 0.12 -6.35  -0.14
H 0.27 -0.05 -4.88  0.13
H -1.42 0.57 -6.63  0.10
H -0.05 0.99 -8.95  0.10
H 2.57 0.54 -8.36  0.10
H 2.64 -0.13 -5.72  0.11
N 1.08 3.47 -6.49  0.02
C 0.41 4.02 -5.43  -0.14
C 0.58 5.38 -5.47  -0.12
C 1.39 5.67 -6.60  -0.12
C 1.68 4.47 -7.21  -0.13
H 1.13 2.48 -6.70  0.08
H -0.14 3.39 -4.73  0.10
H 0.17 6.10 -4.77  0.09
H 1.72 6.64 -6.93  0.07
H 2.26 4.24 -8.09  0.11
N 5.88 -0.72 7.13  0.00
C 6.20 -1.86 6.44  -0.14
C 7.21 -2.50 7.13  -0.13
C 7.50 -1.72 8.28  -0.12
C 6.66 -0.63 8.25  -0.13
H 5.18 -0.04 6.85  0.11
H 5.69 -2.11 5.52  0.10
H 7.68 -3.43 6.84  0.09
H 8.23 -1.94 9.04  0.10
H 6.56 0.21 8.93  0.11
N 3.47 9.24 -7.16  0.00
C 3.61 10.60 -7.12  -0.15
C 4.66 10.90 -6.29  -0.12
C 5.19 9.67 -5.81  -0.12
C 4.43 8.66 -6.37  -0.14
H 2.77 8.73 -7.68  0.14
H 2.94 11.24 -7.68  0.10
H 5.02 11.89 -6.05  0.09
H 6.02 9.54 -5.14  0.09
H 4.50 7.59 -6.27  0.10
N 10.27 -1.19 6.32  0.01
C 11.08 -0.38 7.09  -0.14
C 12.30 -1.00 7.20  -0.12
C 12.24 -2.21 6.48  -0.12
C 10.98 -2.30 5.94  -0.15
H 9.31 -0.99 6.07  0.13
H 10.71 0.55 7.48  0.10
H 13.15 -0.61 7.75  0.09
H 13.03 -2.94 6.36  0.09
H 10.52 -3.06 5.32  0.10
N -5.32 -4.68 -11.34  -0.01
C -4.84 -3.57 -11.99  -0.15
C -4.54 -2.62 -11.03  -0.11
C -4.86 -3.18 -9.77  -0.11
C -5.33 -4.45 -9.99  -0.14
H -5.63 -5.53 -11.80  0.15
H -4.75 -3.55 -13.06  0.10
H -4.15 -1.64 -11.23  0.09
H -4.75 -2.71 -8.81  0.06
H -5.68 -5.21 -9.31  0.10

## Properties
Total energy ... -4232.07076 Ha
LUMO level ... -1.1 eV
2S+1 ... 1
E_HOMO ... -7.8547 eV
HOMO-LUMO gap ... 6.73 eV

***

(4)
DFT (ωB97M-V with the def2-TZVPD basis set) results for a molecular structure, C27H46AuBN12S2 at a distorted geometry.

Last column: Löwdin charge in e.
Geometry (Å):
Au 1.50 1.29 1.32  0.92
C 0.85 5.03 0.52  -0.03
C 1.63 4.21 -0.45  -0.34
C 2.27 4.66 -1.61  0.03
C 2.93 3.56 -2.10  -0.01
N 2.67 2.51 -1.30  0.02
N 1.85 2.91 -0.30  0.00
B 3.48 1.21 -1.21  -0.65
N 4.26 1.31 0.13  0.05
C 5.57 1.37 0.43  0.00
C 5.71 1.29 1.80  0.05
C 4.41 1.19 2.31  -0.30
C 3.92 1.00 3.69  -0.02
N 3.57 1.23 1.28  -0.06
N 2.65 -0.10 -1.11  0.04
C 2.73 -1.19 -1.90  0.00
C 2.12 -2.24 -1.27  0.03
C 1.66 -1.73 -0.05  -0.35
C 1.00 -2.41 1.09  -0.04
N 1.98 -0.45 0.00  -0.02
N 4.34 1.06 -2.45  -0.03
C 5.55 0.46 -2.67  -0.05
C 5.74 0.37 -4.01  0.02
C 4.57 0.95 -4.59  -0.31
C 4.21 1.09 -6.00  -0.02
N 3.76 1.35 -3.60  0.09
H -0.05 5.41 0.04  0.07
H 1.45 5.89 0.81  0.11
H 0.60 4.46 1.41  0.06
H 2.27 5.66 -2.00  0.12
H 3.55 3.48 -2.96  0.12
H 6.32 1.51 -0.32  0.13
H 6.62 1.28 2.37  0.13
H 4.76 0.96 4.38  0.10
H 3.36 0.06 3.75  0.08
H 3.26 1.81 4.00  0.08
H 3.21 -1.17 -2.86  0.13
H 2.02 -3.25 -1.62  0.12
H 0.06 -2.86 0.78  0.06
H 0.83 -1.69 1.89  0.05
H 1.65 -3.20 1.47  0.10
H 6.16 0.11 -1.86  0.11
H 6.59 -0.01 -4.54  0.12
H 5.10 1.12 -6.63  0.09
H 3.58 1.97 -6.16  0.09
H 3.63 0.22 -6.32  0.10
C -2.93 4.63 1.63  0.00
N -2.22 3.45 2.07  0.01
C -1.56 2.63 1.28  -0.77
N -1.49 2.83 -0.03  0.17
S -0.83 1.22 1.99  0.76
H -3.29 5.16 2.50  0.12
H -3.79 4.36 1.01  0.12
H -2.28 5.30 1.06  0.10
H -2.23 3.24 3.06  0.16
H -1.96 3.61 -0.47  0.14
H -0.97 2.19 -0.61  0.08
C -3.27 -4.40 -0.99  -0.10
C -4.68 -4.31 -1.55  -0.24
C -5.02 -2.99 -2.24  -0.17
C -5.16 -1.80 -1.29  -0.14
N -3.85 -1.27 -0.93  0.05
C -3.19 -1.11 0.20  -0.67
S -1.61 -0.41 -0.02  0.88
N -3.56 -1.40 1.43  0.05
C -4.76 -2.04 1.95  -0.16
C -4.58 -2.38 3.43  -0.17
C -3.73 -3.63 3.68  -0.24
C -2.24 -3.46 3.43  -0.10
H -3.07 -5.42 -0.66  0.09
H -3.13 -3.75 -0.13  0.04
H -2.53 -4.14 -1.75  0.08
H -5.41 -4.52 -0.76  0.11
H -4.80 -5.10 -2.30  0.12
H -5.98 -3.11 -2.75  0.13
H -4.27 -2.76 -3.00  0.12
H -5.73 -2.07 -0.40  0.11
H -5.69 -1.00 -1.81  0.14
H -3.31 -1.03 -1.76  0.14
H -2.91 -1.14 2.16  0.11
H -4.98 -2.96 1.40  0.12
H -5.61 -1.36 1.84  0.14
H -5.57 -2.57 3.84  0.13
H -4.16 -1.52 3.96  0.12
H -4.11 -4.46 3.09  0.12
H -3.86 -3.91 4.73  0.12
H -2.02 -3.28 2.38  0.04
H -1.72 -4.38 3.71  0.09
H -1.83 -2.65 4.02  0.08

## Properties
Total energy ... -2669.50539 Ha
LUMO level (alpha / beta) ... -12.4 / -12.8 eV
2S+1 ... 2
Net charge ... +3
Expectation value of S² ... 0.870
E_HOMO (alpha / beta) ... -15.3512 / -14.7485 eV
HOMO-LUMO gap (alpha / beta) ... 2.94 / 2.00 eV

***

Question: What is the 2S+1 in the first record?
Answer: 1

***

Question: The lowest total energy belongs to which entry?
Answer: C53H73N13O5P2S